Record 1
Density functional theory data (ωB97M-V/def2-TZVPD) for a structure of composition C14H26F9HgN5O10S2.

Each line ends with the Mulliken charge.
Cartesian coordinates (Å):
Hg 0.38510 -14.98178 1.65829  1.0300
C -0.56672 -14.98439 -3.20744  0.0176
O 0.17169 -16.27986 -3.50196  -0.2023
O 0.09245 -14.56754 -2.04686  -0.4512
C -0.78271 -14.00646 -4.45278  0.7614
F -1.17972 -12.85372 -4.01965  -0.2553
F 0.36591 -13.82575 -5.07491  -0.2325
F -1.75679 -14.40175 -5.28619  -0.2383
C -0.12556 -16.95065 -4.74512  -0.1838
C 0.97443 -18.04202 -4.84251  -1.1967
H 2.02022 -17.76837 -4.98229  0.3194
H 0.86841 -18.44647 -3.83589  0.2385
H 0.59974 -18.91819 -5.37170  0.3791
H 0.09020 -16.42773 -5.67684  0.2722
H -1.10961 -17.40488 -4.62926  0.3147
H -1.53741 -15.28596 -2.81384  0.2632
C -4.00097 -12.93314 2.90983  0.6522
F -5.18130 -12.70609 3.61270  -0.2344
F -4.35710 -13.29324 1.66417  -0.1927
F -3.29441 -11.79115 2.86510  -0.2118
S -3.13036 -14.34119 3.88618  1.0224
O -1.80617 -13.81634 4.22380  -0.7022
O -3.93065 -14.63187 5.04278  -0.5662
N -2.68083 -15.64035 2.71431  -0.2126
S -3.96206 -16.37686 2.74362  0.9067
O -4.15716 -17.20074 3.93208  -0.6444
O -5.15485 -15.60019 2.44152  -0.6484
C -3.74144 -17.50515 1.17329  0.6151
F -3.36372 -18.72450 1.61737  -0.2444
F -4.86204 -17.61608 0.55886  -0.2289
F -2.87648 -17.11808 0.26258  -0.2223
O 1.95022 -15.80824 4.84892  -0.5441
C 2.08017 -15.94232 6.00347  0.6363
N 1.13373 -15.52422 6.85609  -0.3606
C 3.31356 -16.64597 6.47234  -0.9896
H 1.11871 -15.84814 7.81262  0.1838
H 0.26714 -15.07731 6.59264  0.2099
H 3.19639 -17.72963 6.46448  0.2548
H 3.44469 -16.37511 7.51998  0.3439
H 4.14243 -16.39822 5.80926  0.2582
O 0.77951 -18.56055 1.54629  -0.6063
C 1.14313 -19.75919 1.68021  0.6943
N 1.67683 -20.34574 0.63212  -0.3755
C 1.14537 -20.41946 3.01212  -1.1110
H 2.18166 -21.19055 0.85917  0.2042
H 1.84531 -19.77621 -0.18479  0.2355
H 0.32748 -21.13983 2.99685  0.3479
H 0.89285 -19.74841 3.83311  0.2407
H 2.05697 -20.94755 3.29179  0.3725
O 3.61746 -15.83913 0.74136  -0.5330
C 4.48140 -16.37068 0.00920  0.6825
N 4.19473 -16.77701 -1.25541  -0.3227
C 5.79270 -16.74278 0.55749  -1.1170
H 4.72664 -17.56290 -1.60120  0.2065
H 3.27499 -16.61747 -1.64107  0.1950
H 5.76566 -17.83087 0.49878  0.3132
H 5.93605 -16.54381 1.61955  0.2950
H 6.68575 -16.26577 0.15373  0.3160
O 1.28215 -11.59104 2.31398  -0.5799
C 1.15894 -10.41265 1.93671  0.6943
N 0.29209 -10.17957 0.92351  -0.3764
C 2.14004 -9.28931 2.51143  -0.9827
H 0.15348 -9.34269 0.37530  0.1797
H -0.16198 -11.01255 0.57701  0.2110
H 2.82789 -9.61539 3.29158  0.2590
H 1.40058 -8.66029 3.00705  0.3209
H 2.62046 -8.81415 1.65614  0.3194

Computed properties:
HOMO-LUMO gap   3.208 eV
LUMO   -0.2080 hartree
ΔE to the lowest compared entry with this formula, charge and spin   1051.5 kJ/mol
DFT total energy   -3423.4960 hartree

Record 2
Density functional theory data (ωB97M-V/def2-TZVPD) for a structure of composition C35H37AsBIrN13O2S4.

Each line ends with the Mulliken charge.
Cartesian coordinates (Å):
Ir -0.52282 -0.59990 -0.63503  1.5387
C 3.63297 0.18052 -1.39579  -1.3502
C 2.28848 0.31730 -1.71638  -0.7352
N 1.53602 -0.40060 -0.89027  0.2436
N 2.38001 -1.01249 -0.01741  1.5816
C 3.64580 -0.67445 -0.31266  -0.2501
B 1.78959 -1.91568 1.09656  0.1622
N 0.85978 -1.03231 1.97235  0.9349
C 0.88866 -0.74860 3.28633  -0.2841
C -0.13714 0.13016 3.56619  -1.6744
C -0.75244 0.36201 2.33845  -0.2519
N -0.13786 -0.34074 1.39208  0.0045
N 0.90370 -2.97424 0.36823  1.0689
C 0.96966 -4.31493 0.33745  0.0028
C -0.03780 -4.78557 -0.48249  -1.8142
C -0.69045 -3.64214 -0.93454  -0.5393
N -0.10526 -2.56372 -0.42285  0.0094
N 2.78280 -2.62233 1.98390  0.0893
C 2.45274 -3.46977 2.99908  -0.3372
C 3.61307 -3.89829 3.58408  -1.1057
C 4.62750 -3.25101 2.85148  -0.3329
N 4.12825 -2.49014 1.89757  -1.1345
H 4.47819 0.62937 -1.88607  0.5393
H 1.83035 0.89348 -2.49865  0.2024
H 4.45053 -1.07464 0.27813  0.5547
H 1.63003 -1.19035 3.92958  0.5523
H -0.41090 0.53624 4.52386  0.6229
H -1.60688 0.97888 2.11082  0.4717
H 1.72812 -4.84142 0.89044  0.5553
H -0.26425 -5.81023 -0.71629  0.5241
H -1.54756 -3.54355 -1.58114  0.7904
H 1.42265 -3.69496 3.22764  0.5865
H 3.71707 -4.57445 4.41417  0.4806
H 5.69590 -3.31119 2.98217  0.4733
S 2.94696 2.19629 1.53227  -0.1271
C 1.75274 2.91502 2.59564  0.2061
C 1.57481 3.01653 3.95827  -0.7044
C 0.39861 3.62295 4.39591  0.7397
C 0.14620 3.70730 5.80740  -0.2126
N -0.06476 3.76406 6.93473  -0.4689
C -0.55136 4.11566 3.48139  0.8339
C -0.34333 4.02653 2.10608  -0.6294
C 0.82104 3.41771 1.69109  -0.0147
S 1.54890 2.98508 0.15623  -0.0320
C -1.77378 4.71146 3.94406  -0.3546
N -2.76900 5.18790 4.26228  -0.4699
H 2.28812 2.63225 4.67399  0.5515
H -1.08211 4.41338 1.41907  0.6991
C 1.33479 -2.11633 -3.90563  -0.9775
C -0.18167 -2.17785 -4.04470  -0.6991
As -1.12950 -0.84451 -2.98680  0.0375
C -1.15775 0.76600 -4.09410  -0.6932
C 0.04935 1.68989 -4.10031  -1.1569
C -3.00123 -1.35060 -3.18233  0.4608
C -3.38943 -1.83881 -4.57272  -1.5234
H 1.79972 -2.91252 -4.48702  0.4418
H 1.64318 -2.23704 -2.86759  0.0044
H 1.73593 -1.16869 -4.26766  0.2122
H -0.55383 -3.15434 -3.73142  0.4753
H -0.49711 -2.03418 -5.07930  0.6885
H -2.04420 1.30364 -3.74900  0.5181
H -1.37585 0.41521 -5.10473  0.6340
H 0.28148 2.05279 -3.09846  0.0292
H -0.15632 2.56028 -4.72416  0.4975
H 0.93607 1.20437 -4.50921  0.3563
H -3.57365 -0.46314 -2.90120  0.4824
H -3.21733 -2.10573 -2.42878  -0.6453
H -3.16101 -1.10784 -5.34986  0.3469
H -4.46208 -2.03258 -4.60932  0.4078
H -2.88327 -2.77067 -4.82649  0.3406
N -6.69114 -4.42377 -3.07301  -0.5457
C -6.00295 -3.74357 -2.10274  1.0284
C -4.98626 -4.37399 -1.37135  -0.8213
C -4.26249 -3.67046 -0.42950  -0.4128
C -4.53606 -2.32634 -0.20714  -0.4892
C -5.56574 -1.69539 -0.89874  -0.3512
C -6.28689 -2.39383 -1.84263  -0.7930
S -3.53118 -1.40187 0.87883  1.3145
O -2.69321 -2.31252 1.59665  -0.7055
O -4.35307 -0.42873 1.54414  -0.7712
N -2.53136 -0.53260 -0.10707  -1.0724
C -2.65462 0.79709 -0.28001  0.3685
S -3.89172 1.95276 -0.01181  -0.1083
C -2.84780 3.16829 -0.68996  -0.7549
C -1.64413 2.65802 -1.02121  -1.5442
N -1.52518 1.30895 -0.77309  0.7297
H -6.64846 -5.42797 -3.07141  0.2121
H -7.55991 -4.03707 -3.39877  0.2164
H -4.78436 -5.42551 -1.53523  0.3605
H -3.49335 -4.15948 0.15460  0.6314
H -5.80252 -0.65961 -0.68974  0.5312
H -7.09162 -1.90518 -2.37829  0.3777
H -3.18577 4.18683 -0.78408  0.5727
H -0.82381 3.20932 -1.45263  0.5923

Computed properties:
HOMO-LUMO gap   8.057 eV
Total charge   +1
LUMO   -0.1000 hartree
ΔE to the lowest compared entry with this formula, charge and spin   0.0 kJ/mol
DFT total energy   -6175.9237 hartree